Run w
Here is a 2-piece molecular cluster, C3H7O3 overall from the OMol25 dataset. Energies are from ωB97M-V with the def2-TZVPD basis set.

Structure (XYZ):
```
13
Properties=species:S:1:pos:R:3
H 1.05631 2.02921 1.32200
O 2.34986 0.30672 -0.71983
H -1.33728 -1.15167 -1.88798
C -1.34073 -1.14223 -0.76231
C 0.84258 1.05306 0.86221
O -2.51769 -0.48707 -0.37456
H -1.41906 -2.21460 -0.54469
H 0.18052 0.39852 1.46459
H -0.48755 -0.59854 -0.36241
C 2.16854 0.32585 0.52975
H -2.67776 0.31233 -0.87118
O 2.93634 -0.08075 1.42058
H 0.24592 1.24917 -0.07617
```

Values from the calculation:
* highest occupied orbital energy: -3.71 eV
* total charge: -1
* LUMO level: 3.480 eV

Here are the Mulliken charges for atoms 1 to 5, given in e: 0.2956 -0.7258 0.2287 -0.2576 -0.8390

Run x
Here is a 2-piece molecular cluster, C3H7O3 overall from the OMol25 dataset. Energies are from ωB97M-V with the def2-TZVPD basis set.

Structure (XYZ):
```
13
Properties=species:S:1:pos:R:3
C -0.91490 0.62921 -1.67365
H -0.77867 -0.12353 3.18284
O 1.09381 1.11234 -0.21941
O 0.95582 -0.72851 -1.22089
C 0.42625 0.35739 -0.95576
H -0.74004 0.57415 -2.74768
O -1.01712 -0.99531 1.34504
H -1.55291 -0.15168 -1.40559
C -0.21589 -0.29174 2.33252
H -0.41998 -0.95225 0.58559
H -0.08274 0.63892 1.89835
H -1.17500 1.58127 -1.37571
H 0.71640 -0.84414 2.40551
```

Values from the calculation:
* highest occupied orbital energy: -3.50 eV
* total charge: -1
* LUMO level: 4.184 eV

Here are the Mulliken charges for atoms 1 to 5, given in e: -0.8291 0.3185 -0.7219 -0.6987 0.4179

Run y
Here is a 2-piece molecular cluster, C3H7O3 overall from the OMol25 dataset. Energies are from ωB97M-V with the def2-TZVPD basis set.

Structure (XYZ):
```
13
Properties=species:S:1:pos:R:3
O 1.24522 -0.86589 -0.75693
H -0.43695 1.57598 -0.17526
C 0.07803 -0.74415 1.36730
H -1.86907 1.72027 -1.35563
H -0.32484 -0.67805 -1.10249
H 0.19112 0.14146 2.05935
H -0.86820 -0.69886 0.84801
H 0.01895 1.46283 -1.98353
O 2.42427 -0.79874 1.14790
C -0.81832 1.34021 -1.20352
H -0.02719 -1.60256 1.98950
C 1.40182 -0.73069 0.48562
O -1.01486 -0.12180 -1.32032
```

Values from the calculation:
* highest occupied orbital energy: -4.31 eV
* total charge: -1
* LUMO level: 4.130 eV

Here are the Mulliken charges for atoms 1 to 5, given in e: -0.7672 0.1832 -0.9883 0.1876 0.4317

We find run w to be the most stable, with the next structure 0.156 eV higher.